No. 1
14
Properties=species:S:1:pos:R:3:forces:R:3 method="wB97M-V/def2-TZVPD" smiles=O[C@H]1[C@H]2C[C@@H]12.O lumo_energy_ev=0.9 gap_ev=10.7 homo_ev=-9.819 multiplicity=1 relative_energy_kj_mol=275.2
O -1.03463 1.16069 -0.45433 0.1 0.2 -0.1
C -0.67981 0.66354 0.81938 -0.1 -0.1 0.3
C -0.20267 -0.72441 0.96425 -0.2 -0.2 0.1
C 1.08879 -0.62849 0.21487 0.1 -0.1 -0.1
C 0.72876 0.42409 1.21421 0.1 0.2 0.2
H -0.63055 2.03244 -0.55212 -0.1 -0.1 0.0
H -1.34638 1.02295 1.60559 0.1 0.0 -0.1
H -0.53760 -1.48468 1.65720 0.1 0.1 -0.1
H 1.86545 -1.32514 0.52652 -0.1 0.1 -0.1
H 1.07503 -0.40851 -0.85192 0.0 0.0 0.3
H 1.23182 0.69620 2.13316 -0.1 0.0 -0.2
O -0.31504 -0.35617 -2.74873 -0.2 -0.1 0.1
H -0.56548 -1.25492 -2.50494 0.0 0.1 -0.1
H -0.67769 0.18241 -2.02315 0.1 -0.1 -0.1

=====

No. 2
88
Properties=species:S:1:pos:R:3:forces:R:3 method="wB97M-V/def2-TZVPD" charge=-2 lumo_energy_ev="3.1 / 3.1" gap_ev="6.7 / 6.7" homo_ev="-3.644 / -3.644" multiplicity=7 relative_energy_kj_mol=0.0
Eu -0.19106 0.70494 -0.87173 -0.2 0.7 -0.2
O -1.26339 2.72173 -1.19111 1.4 -1.5 -0.3
C -1.09205 3.51880 -2.31016 0.2 0.9 0.0
C 0.22141 3.27681 -3.12459 -0.2 -0.1 1.1
N 0.46147 1.82466 -3.25215 -0.6 0.0 0.0
C 1.88858 1.60203 -3.53949 -0.3 -0.5 0.0
C 2.60169 1.37170 -2.18322 1.3 0.5 -0.4
O 3.63099 2.01276 -1.94828 -0.7 -0.4 0.1
O 2.07793 0.45684 -1.43531 -0.7 1.0 -0.1
C -0.51575 1.14048 -4.15473 -0.1 0.9 1.0
C -1.79366 0.61374 -3.42477 -0.9 0.1 -1.0
O -2.87707 0.95887 -3.91462 0.8 -0.3 0.7
O -1.61065 -0.23636 -2.46495 0.6 0.8 0.2
H -3.04110 3.36272 -0.69081 -0.2 0.5 0.0
H -1.03772 4.56860 -1.92168 -0.2 -0.2 -0.8
H -1.94174 3.41009 -3.01243 0.1 0.2 0.2
H 1.05898 3.69872 -2.52856 -0.3 -0.3 -0.3
H 0.23560 3.79100 -4.11701 -0.2 -0.3 0.5
H 2.29092 2.48478 -4.08682 0.1 -0.8 0.3
H 2.01514 0.65389 -4.11662 0.0 0.8 0.2
H 0.02528 0.25504 -4.45237 -0.2 -0.2 -0.8
H -0.89638 1.82478 -4.94649 0.6 -0.6 0.1
Br -8.64572 2.61321 0.08014 -0.1 0.0 -0.2
C -6.85522 3.10766 -0.28508 1.6 0.9 0.6
C -6.25545 2.87844 -1.52014 -1.0 -0.5 -0.3
C -4.88848 3.05353 -1.73870 0.1 0.1 1.6
C -4.12562 3.47889 -0.63372 0.1 -0.3 -0.9
C -4.74215 3.90463 0.53096 0.8 0.7 0.5
C -6.09546 3.71648 0.72818 -0.9 -0.3 1.0
H -6.95104 2.47976 -2.25059 0.4 0.0 -0.4
H -4.35127 2.79612 -2.64698 -0.4 -0.2 0.0
H -4.11848 4.44152 1.29078 -0.7 -0.9 -0.5
H -6.51779 3.93305 1.74310 0.2 -0.1 -1.2
O 2.98330 -1.66652 3.64410 0.3 0.3 -0.5
S 2.58148 -0.29015 3.74139 -1.6 0.2 1.4
O 2.24706 0.13657 5.10392 0.3 -0.1 -0.9
N 1.31834 0.07171 2.76008 0.2 -0.4 -0.2
C 1.56250 1.08480 1.93193 0.1 0.0 1.1
O 0.68855 1.59162 1.19731 0.2 -0.1 -0.6
C 2.96784 1.62874 2.09330 -0.4 -0.8 1.1
C 3.57741 2.69731 1.49965 0.7 0.1 0.2
C 4.93009 2.91176 1.73591 1.2 -1.4 0.4
C 5.69065 2.02832 2.58652 -2.5 1.5 -1.3
C 5.00017 1.05880 3.28381 0.5 -0.6 0.4
C 3.65071 0.89367 3.06199 0.6 0.3 -1.2
H 3.00881 3.33619 0.87791 -0.3 0.4 -0.8
H 5.46722 3.61806 1.11621 -0.1 0.3 0.2
H 6.73331 2.15366 2.67396 1.0 0.1 0.1
H 5.53299 0.36557 3.92975 -0.1 0.1 0.1
O 5.58096 -5.34730 -3.82378 -1.9 -1.2 -0.3
S 4.92783 -6.64875 -4.16915 2.0 2.4 0.5
O 5.79107 -7.68126 -3.61826 -0.6 -1.2 -0.9
O 4.43767 -6.64218 -5.54931 0.3 -0.9 0.5
C 3.33182 -6.87800 -3.27783 2.5 1.6 0.6
N 2.77222 -8.04885 -3.20865 -2.4 -0.6 -0.3
C 1.49852 -8.05648 -2.69564 1.5 0.3 -0.3
C 0.92545 -6.91319 -2.14464 0.2 -0.7 -0.1
C 1.73411 -5.76955 -2.18361 0.1 0.3 0.9
N 2.98074 -5.73718 -2.67695 -2.3 -1.4 -0.7
C 1.33001 -4.47403 -1.56397 -0.7 -1.1 0.0
C 0.05204 -4.17804 -1.07232 0.0 1.9 0.3
C -0.14908 -2.84448 -0.57989 -0.6 -1.6 0.0
N 0.85109 -1.96209 -0.48993 -0.4 0.1 -0.8
C 2.05882 -2.31080 -1.00237 0.4 0.5 0.1
C 2.35282 -3.55641 -1.54982 -0.1 1.6 0.2
H 1.00942 -9.02530 -2.78444 -0.1 0.2 0.4
H -0.03229 -6.96075 -1.60048 0.5 0.2 -0.6
H -0.83366 -4.82062 -1.10427 0.6 0.0 -0.1
H -1.20952 -2.54524 -0.26887 1.8 -0.2 -0.3
H 2.80179 -1.49694 -1.03490 -0.5 -0.6 0.3
H 3.28981 -3.83083 -2.07271 -0.6 0.6 0.7
C -0.71564 -0.81936 5.42625 0.8 -0.9 0.7
C -1.45473 0.21662 4.66768 -0.4 -0.3 -1.7
C -2.33905 1.11795 5.18329 -0.4 0.5 0.3
C -3.27314 1.79935 4.35364 0.8 -1.9 -1.1
N -3.33611 1.50576 3.04455 0.0 0.4 1.2
C -2.44944 0.63840 2.51963 1.1 -0.9 -0.3
S -2.58668 0.04802 0.93169 0.0 0.4 -0.1
N -1.43632 0.06494 3.29519 -2.0 1.7 1.6
C -4.30226 2.70571 4.92651 -0.6 -0.1 0.6
H -1.42584 -1.68289 5.62690 0.8 0.9 -0.5
H -0.34554 -0.49767 6.42312 -0.3 0.1 -0.7
H 0.17174 -1.16644 4.83817 -0.9 0.1 0.6
H -2.35902 1.26245 6.24944 -0.1 0.0 0.2
H -0.60372 -0.30369 2.85985 0.5 -0.5 -0.3
H -3.82002 3.65275 5.16847 -0.2 0.2 -0.1
H -4.73041 2.32174 5.88663 0.5 0.1 -0.7
H -5.13663 2.82463 4.22299 0.4 0.2 0.1